Computed, not measured: a structure of composition C61H50HfN2O6STe at a distorted geometry, with ωB97M-V/def2-TZVPD.

Values from the calculation:
- DFT total energy (eV) = -98777.9225
- relative energy (zero: lowest compared OMol25 entry of this formula, charge and spin) (kcal/mol) = 55.3
- largest force on an atom (eV/Å) = 2.79

```
! wB97M-V def2-TZVPD RIJCOSX def2/J DEFGRID3
* xyz -2 1
Hf 0.173 0.231 0.254
O -0.224 -1.698 0.238
C -0.720 -2.355 1.326
C -1.797 -1.480 2.071
C -2.758 -1.070 1.023
C -4.018 -1.664 0.928
C -4.824 -1.369 -0.156
C -4.329 -0.524 -1.134
C -3.048 0.007 -0.992
C -2.435 0.820 -2.077
C -1.182 0.074 -2.670
O -0.210 -0.004 -1.727
C -1.476 -1.323 -3.223
C -2.699 -1.771 -3.701
C -2.832 -3.062 -4.190
C -1.747 -3.921 -4.219
C -0.520 -3.476 -3.754
C -0.388 -2.189 -3.272
C -0.720 0.910 -3.875
C -1.466 0.994 -5.042
C -1.022 1.758 -6.107
C 0.181 2.440 -6.018
C 0.938 2.345 -4.861
C 0.491 1.582 -3.797
N -2.298 -0.231 0.087
C 0.435 -2.800 2.214
C 0.533 -2.570 3.576
C 1.658 -2.991 4.266
C 2.669 -3.676 3.617
C 2.566 -3.921 2.257
C 1.452 -3.492 1.562
C -1.460 -3.628 0.906
C -1.865 -3.803 -0.408
C -2.549 -4.945 -0.785
C -2.837 -5.925 0.152
C -2.426 -5.758 1.466
C -1.742 -4.617 1.838
H -2.297 -2.069 2.843
H -1.298 -0.617 2.530
H -4.353 -2.350 1.694
H -5.803 -1.822 -0.262
H -4.930 -0.269 -1.997
H -3.163 1.062 -2.853
H -2.013 1.743 -1.670
H -3.566 -1.128 -3.694
H -3.794 -3.404 -4.553
H -1.858 -4.930 -4.597
H 0.340 -4.132 -3.766
H 0.557 -1.832 -2.893
H -2.399 0.454 -5.123
H -1.615 1.819 -7.013
H 0.528 3.040 -6.853
H 1.884 2.864 -4.786
H 1.058 1.494 -2.881
H -0.234 -2.020 4.098
H 1.747 -2.783 5.324
H 3.548 -3.994 4.163
H 3.354 -4.448 1.736
H 1.365 -3.654 0.497
H -1.624 -3.031 -1.123
H -2.855 -5.068 -1.816
H -3.376 -6.819 -0.140
H -2.641 -6.525 2.201
H -1.415 -4.488 2.861
O -0.203 0.346 3.781
C 0.842 0.535 3.155
O 1.101 0.052 1.993
C 1.978 1.262 3.790
C 2.341 0.917 5.079
C 3.482 1.441 5.661
C 4.285 2.292 4.910
C 3.897 2.693 3.652
C 2.710 2.223 3.072
S 2.151 2.864 1.576
H 1.703 0.230 5.621
H 3.759 1.186 6.678
H 5.221 2.656 5.322
H 4.506 3.374 3.076
Te 2.440 -0.812 -0.962
C 4.478 -0.461 -0.386
C 4.869 0.793 0.075
C 6.190 1.083 0.343
C 7.170 0.119 0.171
C 6.794 -1.148 -0.241
C 5.470 -1.432 -0.512
H 4.111 1.551 0.220
H 6.459 2.075 0.681
H 8.212 0.354 0.357
H 7.546 -1.920 -0.357
H 5.183 -2.421 -0.839
C -2.504 2.052 7.053
C -1.697 2.678 5.948
C -0.352 2.948 6.159
C 0.426 3.495 5.156
C -0.136 3.822 3.941
C -1.490 3.588 3.719
N -2.103 4.030 2.546
C -1.430 4.689 1.514
C -1.798 6.012 1.258
C -1.216 6.751 0.248
C -0.208 6.178 -0.513
C 0.146 4.864 -0.298
C -0.469 4.081 0.682
C -0.222 2.616 0.620
O -0.831 1.796 1.368
O 0.334 2.159 -0.437
C -2.275 2.998 4.721
C -3.728 2.706 4.460
H -1.892 1.966 7.947
H -2.834 1.051 6.774
H -3.389 2.642 7.293
H 0.102 2.705 7.110
H 1.474 3.690 5.321
H 0.477 4.233 3.154
H -3.030 4.409 2.698
H -2.572 6.463 1.871
H -1.549 7.762 0.048
H 0.272 6.749 -1.295
H 0.903 4.394 -0.906
H -3.902 2.530 3.401
H -4.366 3.536 4.785
H -4.026 1.815 5.005
*
```

---

Computed, not measured: a structure of composition C61H53Cl3GeN3O7S3Sr at a distorted geometry, with ωB97M-V/def2-TZVPD.

Values from the calculation:
- DFT total energy (eV) = -210346.8254
- relative energy (zero: lowest compared OMol25 entry of this formula, charge and spin) (kcal/mol) = 39.7
- largest force on an atom (eV/Å) = 3.46

```
! wB97M-V def2-TZVPD RIJCOSX def2/J DEFGRID3
* xyz -1 1
Sr -1.263 0.649 -1.056
O -5.594 1.087 -0.045
C -4.280 0.649 -0.241
O -3.511 1.381 -0.988
C -3.863 -0.503 0.383
C -4.619 -1.417 1.210
C -4.002 -2.511 1.728
C -2.601 -2.766 1.469
C -1.922 -1.851 0.689
N -2.499 -0.776 0.159
C -0.429 -1.947 0.356
O 0.241 -2.875 0.829
O 0.015 -1.030 -0.424
H -5.640 1.928 -0.509
H -5.666 -1.208 1.395
H -4.563 -3.206 2.345
H -2.083 -3.623 1.877
C 6.108 3.167 -2.438
C 4.616 3.170 -2.276
C 4.018 2.024 -1.594
C 2.516 2.089 -1.200
C 1.880 3.354 -1.568
C 2.441 4.241 -2.416
C 3.829 4.145 -2.782
S 0.383 3.829 -0.737
O -0.390 2.555 -0.568
C 1.170 4.293 0.840
C 2.494 4.767 0.851
C 3.020 5.332 1.978
C 2.252 5.443 3.155
C 2.759 6.060 4.320
C 1.997 6.152 5.453
C 0.701 5.607 5.475
C 0.180 5.005 4.362
C 0.927 4.934 3.161
C 0.377 4.384 1.966
C -1.055 3.982 1.948
C -2.049 5.015 1.972
C -1.705 6.389 1.945
C -2.670 7.360 1.949
C -4.031 7.009 1.965
C -4.396 5.690 1.966
C -3.425 4.664 1.971
C -3.786 3.298 1.959
C -2.829 2.331 1.918
C -1.464 2.670 1.901
S -0.348 1.241 1.745
O 1.063 1.682 1.797
C -0.745 0.720 3.434
C -1.643 -0.313 3.641
C -1.975 -0.676 4.938
C -1.416 -0.018 6.028
C -1.754 -0.440 7.433
C -0.510 1.017 5.795
C -0.168 1.383 4.506
H 6.578 2.634 -1.611
H 6.511 4.178 -2.483
H 6.382 2.645 -3.358
H 4.671 1.479 -0.920
H 2.220 1.648 -0.253
H 1.886 5.127 -2.702
H 4.259 4.958 -3.354
H 3.108 4.691 -0.033
H 4.038 5.701 1.972
H 3.767 6.459 4.304
H 2.390 6.644 6.333
H 0.112 5.657 6.382
H -0.816 4.582 4.389
H -0.661 6.670 1.925
H -2.383 8.404 1.938
H -4.787 7.784 1.962
H -5.443 5.412 1.947
H -4.833 3.021 1.961
H -3.119 1.283 1.893
H -2.074 -0.844 2.798
H -2.678 -1.485 5.096
H -2.691 -0.996 7.454
H -1.841 0.425 8.092
H -0.968 -1.086 7.830
H -0.071 1.543 6.635
H 0.546 2.177 4.318
C 3.474 -1.717 -0.680
Ge 3.214 -0.752 -2.362
C 4.876 -0.858 -3.454
C 1.740 -1.418 -3.477
C 2.984 1.199 -2.312
H 3.841 -2.721 -0.906
H 2.531 -1.804 -0.140
H 4.208 -1.221 -0.043
H 5.156 -1.888 -3.682
H 5.710 -0.390 -2.925
H 4.733 -0.330 -4.399
H 2.077 -2.200 -4.159
H 1.317 -0.606 -4.068
H 0.963 -1.805 -2.821
H 2.736 1.591 -3.295
Cl 3.449 -6.424 -6.268
C 1.978 -6.133 -5.403
C 1.632 -4.843 -5.038
C 0.497 -4.643 -4.278
C -0.325 -5.697 -3.880
C -1.479 -5.428 -2.939
C -2.563 -4.541 -3.569
N -2.228 -3.136 -3.686
C -2.290 -2.385 -4.838
C -2.064 -1.096 -4.455
N -1.870 -1.039 -3.098
C -1.982 -2.275 -2.669
O -1.120 -4.792 -1.719
C 0.072 -5.169 -1.032
C 0.114 -6.617 -0.643
C 1.210 -7.418 -0.755
Cl 2.756 -6.978 -1.349
S 0.927 -9.031 -0.206
C -0.705 -8.638 0.168
C -0.991 -7.342 -0.107
C 0.021 -6.976 -4.330
Cl -0.985 -8.354 -4.002
C 1.162 -7.203 -5.080
H 2.256 -4.012 -5.339
H 0.234 -3.645 -3.951
H -1.978 -6.376 -2.721
H -3.457 -4.639 -2.952
H -2.775 -4.921 -4.568
H -2.491 -2.818 -5.803
H -2.027 -0.217 -5.078
H -1.864 -2.600 -1.650
H 0.070 -4.529 -0.147
H 0.959 -4.911 -1.616
H -1.352 -9.401 0.569
H -1.959 -6.893 0.065
H 1.416 -8.204 -5.399
*
```